Here is C39H52BCl2FN3OP2Rh as an isolated structure in a non-equilibrium geometry from the OMol25 dataset. Energies are from the ωB97M-V functional and the def2-TZVPD basis.

Results
- 2S+1 = 1
- gap between HOMO and LUMO (eV) = 7.162
- LUMO energy (eV) = 0.06
- molar mass (Da) = 844.435

Geometry (Å):
Rh -0.205118 0.781373 0.310230
C -4.492967 -1.032762 -2.702051
C -3.835939 0.018927 -1.789054
C -4.391937 -0.178795 -0.359779
C -4.233150 1.410407 -2.314253
P -1.977707 -0.115966 -1.599156
C -1.890314 -1.962512 -1.342332
N -1.187426 -2.212861 -0.101574
B -0.397499 -1.254616 0.603721
N -0.008902 -1.904660 1.826235
C 0.790511 -1.227734 2.809501
P 0.319865 0.562307 2.647757
C 1.794153 1.395449 3.395715
C 2.436580 0.606774 4.539072
C 1.460897 2.813134 3.882037
C 2.806580 1.509530 2.233144
C -1.145445 0.627698 3.827736
C -1.824281 2.009114 3.774532
C -0.750294 0.326136 5.279270
C -2.179304 -0.408900 3.361853
C -0.582809 -3.184850 1.882835
C -0.544971 -4.166027 2.859533
C -1.252201 -5.352941 2.631993
C -1.961475 -5.547252 1.450517
C -1.995703 -4.556996 0.461104
C -1.313949 -3.374374 0.693438
C -1.173656 0.166881 -3.254011
C -0.969435 1.689539 -3.383745
C 0.197263 -0.503982 -3.201027
C -1.936029 -0.375881 -4.465099
H -5.564995 -1.060963 -2.462992
H -4.111225 -2.049369 -2.578372
H -4.400426 -0.770257 -3.756904
H -5.478528 -0.012913 -0.370313
H -3.953026 0.506281 0.369123
H -4.215414 -1.198545 0.008834
H -5.318602 1.532844 -2.200489
H -4.000899 1.516510 -3.377578
H -3.747008 2.233482 -1.786879
H -1.424762 -2.431472 -2.207408
H -2.884224 -2.378879 -1.240424
H 1.856872 -1.308565 2.583716
H 0.627405 -1.626248 3.806488
H 1.835012 0.626476 5.450766
H 3.401666 1.076311 4.767915
H 2.639727 -0.438085 4.282303
H 0.861259 2.805472 4.795775
H 0.928869 3.402418 3.132695
H 2.400960 3.331777 4.105876
H 3.152599 0.526512 1.890303
H 3.680908 2.074039 2.578682
H 2.379019 2.024898 1.364398
H -1.137504 2.840814 3.953206
H -2.597639 2.040412 4.554868
H -2.301523 2.179323 2.813170
H -0.159634 1.134014 5.722616
H -0.190733 -0.610004 5.387192
H -1.667969 0.228392 5.875865
H -2.384953 -0.320344 2.293257
H -3.115235 -0.221709 3.907808
H -1.869418 -1.440478 3.569744
H 0.007441 -4.018355 3.782528
H -1.243459 -6.132936 3.387303
H -2.489629 -6.481666 1.289108
H -2.550628 -4.713009 -0.460141
H -0.358491 2.083566 -2.565143
H -1.917541 2.235038 -3.391228
H -0.449360 1.904405 -4.325637
H 0.674893 -0.355780 -2.241916
H 0.845604 -0.065085 -3.968273
H 0.134664 -1.583332 -3.385808
H -2.826623 0.217891 -4.694269
H -2.237987 -1.422359 -4.337131
H -1.278293 -0.328347 -5.342011
Cl 2.298358 4.284605 -2.264916
C 2.940990 2.684129 -2.047241
C 4.198898 2.365267 -2.602292
C 4.740765 1.143792 -2.454683
Cl 6.319531 0.798687 -3.149959
C 4.029529 0.142348 -1.769144
C 4.489525 -1.183444 -1.639522
C 3.720731 -2.091648 -1.033405
C 2.458774 -1.701057 -0.508593
N 1.994865 -0.492579 -0.560479
C 2.759728 0.463062 -1.194681
C 2.204965 1.797894 -1.304109
O 1.108457 2.122463 -0.740208
H 4.740363 3.120020 -3.161652
H 5.461373 -1.455322 -2.036983
H 4.041236 -3.122761 -0.948020
H 1.829006 -2.443815 -0.036174
F -2.913325 6.232263 1.100665
C -2.372024 5.012859 0.931186
C -1.036931 4.834850 1.217151
C -0.483085 3.567472 1.055172
C -1.246955 2.498628 0.610361
C -2.578155 2.724519 0.309896
C -3.160339 3.985534 0.470932
H -0.439543 5.676261 1.553045
H 0.573419 3.434501 1.239598
H -3.189054 1.916743 -0.036796
H -4.205306 4.166828 0.239311

Cartesian forces, eV/Å:
2.166 -0.626 -0.962
-0.190 0.037 -0.114
-0.187 0.331 0.269
-0.163 -0.182 0.039
-0.197 0.032 -0.064
0.801 -0.236 0.230
0.140 -0.002 0.509
0.223 -0.454 -0.113
-2.073 0.438 1.441
0.198 -0.558 -0.306
-0.053 -0.036 -0.224
-0.820 -0.480 -0.644
0.220 0.343 -0.271
0.197 -0.006 0.192
0.118 0.090 0.104
0.026 0.014 -0.010
0.030 0.277 -0.014
0.004 0.031 0.214
-0.080 -0.015 0.136
-0.098 -0.121 0.210
0.419 0.483 -0.051
-0.082 -0.110 -0.011
0.050 0.143 -0.032
0.038 0.136 -0.062
-0.037 -0.088 0.066
0.136 0.317 -0.568
-0.190 0.155 -0.224
0.024 0.005 -0.039
0.034 -0.148 -0.232
-0.002 0.040 -0.161
0.158 0.010 -0.065
-0.102 0.181 -0.001
-0.041 -0.040 0.169
0.194 -0.050 -0.006
-0.151 -0.291 -0.065
-0.034 0.167 -0.095
0.131 -0.011 -0.040
-0.042 -0.046 0.128
-0.098 -0.144 -0.162
0.135 -0.176 -0.034
-0.210 -0.031 -0.073
0.058 -0.128 -0.013
-0.050 -0.008 0.152
0.126 -0.018 -0.154
-0.107 -0.066 0.027
0.013 0.227 0.046
0.079 -0.017 -0.087
0.106 -0.106 0.160
-0.095 -0.052 0.012
-0.058 0.106 0.063
-0.068 -0.097 -0.029
0.050 -0.059 0.197
-0.115 -0.160 0.001
0.105 -0.010 -0.126
-0.021 -0.022 0.024
-0.137 -0.123 -0.080
-0.116 0.157 -0.004
0.147 0.016 -0.101
0.017 0.036 -0.003
0.169 -0.062 -0.071
-0.057 0.192 -0.029
-0.020 -0.023 -0.105
0.009 0.106 -0.094
0.040 0.125 0.020
0.092 0.016 0.106
-0.061 -0.065 -0.051
0.118 -0.062 -0.023
-0.073 -0.038 0.076
-0.021 0.040 0.022
-0.073 -0.073 0.032
0.016 0.147 0.004
0.154 -0.102 0.032
0.082 0.152 -0.017
-0.081 0.010 0.080
0.127 -0.083 -0.031
1.063 0.677 -0.770
-0.564 1.256 -0.166
0.475 -0.735 -0.017
-0.347 0.057 0.150
-0.543 -0.021 0.315
0.821 0.638 -0.502
-1.066 -0.918 0.728
0.413 -0.921 0.091
-0.143 1.289 0.062
0.306 -0.010 -0.180
-0.263 -1.063 0.608
-0.506 0.612 -0.056
-0.123 0.030 0.083
-0.108 0.081 -0.026
-0.106 0.037 0.081
-0.073 -0.108 0.095
-0.172 0.312 0.030
0.055 -0.086 0.002
0.285 -0.200 0.026
0.121 0.466 -0.071
-0.407 -0.911 0.318
-0.066 0.435 0.239
-0.039 -0.319 -0.127
-0.052 -0.083 -0.026
-0.052 0.046 -0.102
0.056 0.136 0.098
0.093 -0.033 0.020

=====

Here is C39H52BeN4OP2 as an isolated structure in a non-equilibrium geometry from the OMol25 dataset. Energies are from the ωB97M-V functional and the def2-TZVPD basis.

Results
- 2S+1 = 1
- gap between HOMO and LUMO (alpha / beta) (eV) = 7.290 / 6.987
- LUMO energy (alpha / beta) (eV) = -0.24 / 0.15
- molar mass (Da) = 663.832
- energy relative to the best compared isomer or geometry (same formula, charge and spin) (eV) = 4.566

Geometry (Å):
Be 1.156121 -1.699556 0.212779
C -2.217109 3.454111 2.844670
C -3.376658 2.781354 2.807265
C -4.257242 2.477789 1.629426
C -3.636775 1.482376 0.623417
C -2.287053 1.927991 0.150736
C -2.080670 3.183350 -0.399128
C -2.172681 4.417304 0.417357
C -1.498391 4.252550 1.809177
C 1.147799 -3.398950 0.423063
H -1.698995 3.481631 3.811341
H -3.787511 2.420292 3.761504
H -4.538987 3.389396 1.084984
H -5.190218 2.037173 2.014518
H -3.535370 0.498462 1.104557
H -4.313193 1.363149 -0.232060
H -1.482378 1.562722 0.834025
H -1.697322 3.299858 -1.412323
H -3.219638 4.734056 0.533517
H -1.668217 5.242543 -0.110600
H -0.501206 3.808255 1.655447
H -1.302623 5.255675 2.218132
H 1.511579 -3.563269 1.443596
H 1.796261 -3.935969 -0.270949
H 0.145064 -3.829772 0.334726
P 2.669557 -1.383892 -1.045142
P -1.260912 0.231002 -1.194277
N 4.072409 -0.370660 -1.340695
N 2.892838 -2.333353 -2.537709
N -1.250210 0.907722 -2.910718
N -2.690282 -0.760139 -1.541775
C 1.346020 -0.274200 -1.609440
C -0.002956 -1.021554 -1.388390
C 5.360629 -0.743187 -0.921394
C 6.279261 0.089276 -1.537015
C 5.556922 0.984781 -2.384006
C 4.208193 0.675231 -2.259284
C 3.013584 -3.724105 -2.580249
C 3.066634 -4.126499 -3.902470
C 3.007710 -2.948941 -4.712470
C 2.908312 -1.862261 -3.855647
C -2.175422 1.844867 -3.387641
C -2.114256 1.882697 -4.772400
C -1.173937 0.896279 -5.179062
C -0.674766 0.301626 -4.030877
C -3.863287 -0.254431 -2.134440
C -4.515402 -1.287558 -2.780397
C -3.755651 -2.474557 -2.564378
C -2.660087 -2.138201 -1.792621
H 1.476069 -0.032133 -2.672428
H 1.412466 0.690724 -1.065712
H -0.186611 -1.741179 -2.204384
H -0.155573 -1.640134 -0.421845
H 5.475232 -1.552515 -0.210797
H 7.350994 0.056803 -1.398895
H 5.965815 1.759220 -3.014007
H 3.336152 1.116996 -2.714491
H 3.063625 -4.289111 -1.658017
H 3.138376 -5.148188 -4.246259
H 3.037880 -2.903179 -5.791033
H 2.866588 -0.801665 -4.070146
H -2.801622 2.414513 -2.713223
H -2.698271 2.536147 -5.407658
H -0.906103 0.625184 -6.191403
H 0.038355 -0.503599 -3.936425
H -4.137851 0.787298 -2.049488
H -5.423193 -1.190097 -3.360428
H -3.979626 -3.463370 -2.943149
H -1.850004 -2.748414 -1.419553
C 3.675572 -0.626971 2.245914
C 3.046180 0.510479 3.042291
C 3.369185 1.872497 2.426456
C 1.553340 0.402773 3.350498
C 1.090110 1.219672 4.374341
C -0.216294 1.146760 4.826721
C -1.079540 0.216786 4.261867
C -0.698961 -0.569368 3.181843
C -1.654393 -1.605530 2.594921
C -1.221773 -3.040557 2.908622
C -3.091393 -1.432951 3.088010
C 0.608506 -0.374212 2.625990
O 0.882486 -0.761663 1.392533
H 3.473212 -0.505603 1.173066
H 3.317438 -1.607061 2.578853
H 4.766432 -0.596891 2.374659
H 3.533673 0.491060 4.032032
H 2.899451 1.968060 1.438700
H 2.998446 2.683622 3.062926
H 4.452134 1.995733 2.313576
H 1.791794 1.911217 4.841275
H -0.557125 1.790486 5.632588
H -2.081359 0.103033 4.675005
H -1.645618 -1.474377 1.499190
H -1.269192 -3.214349 3.993030
H -1.907742 -3.746773 2.422769
H -0.207292 -3.262718 2.567169
H -3.459573 -0.407263 2.975303
H -3.758833 -2.089691 2.517710
H -3.171024 -1.722000 4.144845

Cartesian forces, eV/Å:
-0.339 -0.694 4.391
-0.509 -0.191 0.693
0.247 0.370 0.456
-0.474 0.056 -0.215
-0.306 -0.277 0.183
0.235 -2.565 1.549
0.545 2.129 -1.624
0.311 0.642 0.472
0.064 0.126 -0.719
-0.321 -0.326 -0.527
-0.291 -0.011 -0.229
0.532 -0.060 -0.332
-0.019 -0.257 0.182
0.195 0.154 -0.223
-0.084 0.199 -0.207
-0.030 0.112 0.406
-0.568 0.521 -0.094
0.103 0.041 0.285
0.205 0.063 0.132
-0.152 -0.249 0.124
-0.130 0.092 0.029
-0.118 -0.220 0.000
0.039 -0.042 -0.113
-0.182 -0.207 0.212
0.053 -0.244 0.133
4.000 1.010 -4.310
-2.116 1.329 -2.255
0.327 0.143 0.400
-0.527 -0.510 0.600
0.017 -0.264 0.274
-0.356 -0.384 0.217
-0.070 0.418 -0.073
0.454 -1.228 -0.400
-0.204 0.776 -0.464
-0.724 -0.558 0.277
-1.180 -0.541 0.311
0.913 -0.094 0.418
-0.091 0.157 -0.689
0.029 0.472 0.759
-0.104 0.582 1.021
-0.131 -0.717 -0.115
0.679 -0.043 -0.579
-0.049 -0.206 0.996
0.274 -0.363 0.786
-0.505 0.594 -0.313
0.174 -0.985 -0.101
0.567 0.655 0.524
0.623 0.102 0.505
-0.654 0.366 -0.620
-0.234 -0.163 0.378
-0.171 -0.549 0.085
0.264 0.189 0.346
-0.713 0.765 -1.752
0.078 0.169 -0.125
-0.151 -0.021 0.002
-0.037 -0.028 0.063
0.142 0.073 -0.004
-0.031 0.047 -0.328
0.057 0.119 0.055
0.013 0.049 0.112
0.041 -0.278 -0.020
0.216 -0.150 -0.206
0.084 -0.127 0.115
0.021 0.072 0.149
-0.156 0.060 -0.120
0.174 -0.327 -0.168
0.085 -0.023 0.170
0.012 0.126 0.159
-0.230 -0.028 -0.086
0.086 0.061 -0.143
-0.140 0.092 0.280
0.102 0.057 -0.116
-0.214 -0.124 -0.576
-0.172 -0.250 0.420
0.028 0.131 0.105
-0.014 -0.187 0.142
0.453 -0.036 -0.213
0.088 0.370 -0.075
0.130 -0.131 0.052
-0.212 -0.039 -0.135
-0.375 0.839 0.864
0.416 -0.622 -1.423
0.066 -0.080 0.449
0.008 0.124 -0.114
-0.201 -0.010 -0.058
-0.149 0.004 -0.191
0.080 0.005 0.115
0.062 -0.116 -0.176
-0.110 0.020 -0.070
-0.123 -0.169 0.021
0.046 -0.087 -0.077
0.274 0.100 -0.111
-0.052 -0.042 0.102
0.030 0.054 -0.219
0.134 0.062 0.088
-0.228 0.118 0.125
0.092 -0.159 0.091
0.097 0.061 0.094
-0.017 0.107 -0.205